Record 1
Below is a single C5H8O molecule, with properties calculated with ωB97M-V with the def2-TZVPD basis set.

Computed properties:
**Relative energy (zero: lowest compared OMol25 entry of this formula, charge and spin)**: 20.0 kcal/mol
**E_LUMO**: 0.95 eV
**Kohn-Sham gap**: 10.4 eV
**Molar mass**: 84.12 g/mol
**Maximum force**: 0.5 eV Å⁻¹
**HOMO level**: -9.46 eV
**SMILES**: C[C@H]1CCC1=O

Last column: natural (NBO) charge in e.
Atoms and positions in Å:
O 2.297 -0.166 0.218  -0.521
C 0.569 1.600 -0.263  -0.527
C -0.112 -0.501 -0.380  -0.335
C 1.214 0.221 -0.132  0.620
C -0.798 0.876 -0.136  -0.391
C -0.423 -1.704 0.510  -0.617
H 0.406 -1.873 1.207  0.227
H 0.735 2.032 -1.256  0.233
H -0.179 -0.764 -1.444  0.230
H -1.335 -1.535 1.094  0.213
H -1.202 0.948 0.879  0.207
H -0.562 -2.621 -0.068  0.218
H -1.575 1.164 -0.849  0.213
H 0.847 2.334 0.499  0.232

---

Record 2
Below is C30H38N4OV as an isolated structure, with properties calculated with ωB97M-V with the def2-TZVPD basis set.

Computed properties:
**Spin multiplicity**: 3
**E_LUMO (spin up / spin down)**: 2.60 / 2.69 eV
**Kohn-Sham gap (spin up / spin down)**: 4.2 / 2.5 eV
**Total charge**: -1
**Molar mass**: 521.61 g/mol
**Maximum force**: 5.8 eV Å⁻¹
**HOMO level (spin up / spin down)**: -1.57 / 0.23 eV

Last column: Mulliken charge in e.
Atoms and positions in Å:
V -0.654 0.182 0.915  -1.941
O 1.508 1.630 0.238  0.113
N 1.474 3.400 1.660  0.048
N -0.988 1.040 -1.609  0.808
N -2.080 3.801 0.900  -0.220
N -0.053 -0.774 -2.351  1.100
C -0.943 5.837 0.372  -0.545
C 2.126 2.518 0.876  0.367
C -1.477 -3.102 -3.200  -1.754
C -0.981 0.412 2.910  1.175
C -0.272 5.233 -0.691  -0.546
C 2.672 -5.758 -2.167  -1.552
C 1.949 -2.038 -1.878  1.133
C -1.260 0.959 -2.957  -1.490
C -3.409 0.939 2.197  -1.166
C 0.626 -4.383 -2.670  -1.111
C -0.051 -3.158 -2.754  1.338
C -0.665 -1.634 1.832  0.685
C 1.375 -0.667 3.145  -1.554
C -2.998 -1.867 0.677  -1.425
C -2.015 -1.190 1.555  0.985
C -0.026 -0.637 2.664  0.603
C -0.661 -0.148 -3.436  -0.496
C -0.005 -2.837 1.269  -1.193
C -0.275 -0.036 -1.225  -0.547
C 2.588 -3.280 -1.793  -1.181
C 1.940 -4.450 -2.202  0.876
C 0.636 -2.008 -2.363  0.109
C -0.759 1.644 3.708  -1.418
C 2.665 -0.785 -1.499  -1.253
C -0.556 3.906 -0.986  -0.387
C -2.207 0.071 2.231  0.313
C -1.864 5.091 1.118  -0.376
C -1.793 1.804 -0.224  0.198
C -1.456 3.217 -0.148  -0.315
C 3.611 2.679 0.820  -1.808
H -0.788 6.882 0.636  0.365
H 4.058 1.790 0.364  0.260
H 1.461 -1.177 4.116  0.389
H 0.294 1.948 3.678  0.241
H -2.489 -2.466 -0.088  0.125
H 0.459 3.461 1.618  -0.090
H -0.123 -3.717 1.919  0.371
H 1.071 -2.663 1.134  0.083
H 1.985 4.172 2.065  0.251
H -1.857 -4.129 -3.268  0.395
H 2.327 -0.366 -0.542  -0.139
H -3.636 -1.136 0.167  0.307
H -3.834 1.064 3.203  0.312
H -0.104 3.382 -1.828  0.354
H -4.181 0.514 1.547  0.264
H -3.653 -2.544 1.245  0.322
H 4.021 2.824 1.829  0.431
H -1.032 1.495 4.764  0.338
H -0.418 -3.087 0.285  0.060
H 3.866 3.562 0.214  0.380
H 2.024 -1.196 2.437  0.210
H -2.873 1.576 -0.401  0.427
H -2.127 -2.560 -2.497  0.252
H 0.105 -5.291 -2.973  0.305
H 3.735 -1.007 -1.396  0.467
H -2.442 5.533 1.926  0.394
H 1.968 -6.594 -2.131  0.370
H 3.299 -5.887 -3.060  0.283
H -3.153 1.942 1.821  0.312
H -1.587 -2.642 -4.193  0.383
H -1.848 1.734 -3.426  0.516
H -1.363 2.476 3.323  0.255
H 3.610 -3.323 -1.419  0.332
H 1.767 0.350 3.271  0.206
H -0.604 -0.518 -4.436  0.655
H 0.449 5.787 -1.292  0.409
H 2.557 0.010 -2.250  0.265
H 3.331 -5.809 -1.294  0.365

---

Record 3
Below is C45H47F3N7O2SSbW as an isolated structure, with properties calculated with ωB97M-V with the def2-TZVPD basis set.

Computed properties:
**E_LUMO**: -12.17 eV
**Kohn-Sham gap**: 5.7 eV
**Total charge**: +4
**Molar mass**: 1112.58 g/mol
**Maximum force**: 0.9 eV Å⁻¹
**HOMO level**: -17.87 eV

Last column: Mulliken charge in e.
Atoms and positions in Å:
W 0.009 -0.750 0.396  1.666
Sb 1.439 0.842 -1.652  0.646
S -4.296 -0.952 0.435  -0.443
F 6.601 2.974 0.975  -0.310
F -1.686 5.462 -4.287  -0.292
F 3.750 -0.520 -7.228  -0.288
O -0.920 -0.384 2.012  -0.414
O 1.661 -1.304 1.114  0.999
N -4.893 -0.078 3.049  -0.024
N -0.527 -2.679 1.263  0.038
N 0.424 -2.447 -1.349  0.295
N 0.692 1.238 1.053  0.573
N -1.749 -0.360 -0.429  0.314
N -6.196 -1.561 2.115  -0.208
N 1.792 2.628 2.334  0.192
C 1.895 -2.444 -1.670  -1.653
C -2.601 1.140 1.440  -1.322
C 4.547 3.426 -0.033  -0.906
C 3.422 -1.652 2.695  -0.498
C 2.132 -1.888 2.257  0.964
C 5.301 1.145 0.338  -0.736
C 0.998 3.420 -3.067  -1.469
C 1.916 0.120 -5.940  -0.759
C -1.165 -4.299 -0.439  -1.030
C 3.379 2.939 -0.602  -0.948
C 1.392 0.383 -4.687  -0.828
C -2.137 2.543 3.801  -0.971
C -1.786 3.510 -3.018  -1.013
C -0.349 -2.308 -2.644  -0.745
C 1.696 1.366 1.924  -1.321
C 4.133 0.675 -0.235  -0.376
C 3.246 -0.265 -6.036  0.047
C 0.005 -3.139 2.347  -0.206
C 0.340 4.457 -3.708  -0.891
C -1.412 1.385 3.548  -0.379
C -1.645 0.718 2.356  1.630
C 4.066 -0.379 -4.922  -0.838
C -3.287 2.331 1.693  -0.471
C 0.827 3.371 1.714  -1.897
C 0.220 -3.891 -0.901  -1.404
C 3.811 -2.232 3.901  -0.830
C 2.184 0.253 -3.543  1.059
C 2.943 -3.040 4.632  -1.035
C -5.121 -0.806 1.978  1.011
C -1.144 -1.035 -2.825  -0.302
C 5.486 2.519 0.431  -0.129
C 0.281 2.442 -2.370  1.515
C -1.110 2.491 -2.371  -0.422
C 3.162 1.563 -0.705  0.891
C -3.051 3.031 2.867  -1.239
C -1.667 -3.422 0.706  0.258
C 1.242 -2.723 2.952  0.027
C -2.214 -0.784 -1.786  -1.378
C 1.673 -3.306 4.154  -1.172
C 3.526 -0.119 -3.677  0.081
C 0.139 2.508 0.927  0.058
C -5.985 -0.226 4.035  -0.679
C -1.045 4.486 -3.672  -0.238
C -2.907 0.320 0.233  -0.077
C -6.860 -1.334 3.412  -0.465
H -2.407 -2.699 0.379  -0.895
H 2.147 -1.611 -2.315  0.686
H -1.070 -5.335 -0.109  0.446
H -2.885 -0.009 -2.166  0.914
H 2.493 2.972 2.976  0.337
H 0.955 -4.077 -0.118  0.676
H -4.018 2.695 0.981  0.578
H 1.327 0.223 -6.840  0.544
H -4.178 0.630 3.103  0.209
H -2.127 -4.016 1.499  0.820
H -1.979 3.079 4.726  0.541
H 0.507 -4.512 -1.752  0.582
H 4.813 -2.058 4.270  0.534
H 4.750 4.486 0.035  0.565
H 6.081 0.481 0.684  0.627
H -1.685 1.730 -1.859  0.652
H 0.709 4.426 1.888  0.545
H 2.474 -2.424 -0.750  -0.016
H 5.103 -0.655 -5.049  0.537
H -2.866 3.566 -3.039  0.569
H 4.179 -0.195 -2.815  0.455
H -1.045 -3.143 -2.696  0.576
H -3.314 0.997 -0.522  0.899
H -6.582 -2.128 1.376  0.206
H -1.891 -4.321 -1.252  0.487
H -6.850 -2.253 3.995  0.307
H 0.367 0.731 -4.630  0.370
H 4.104 -1.047 2.113  0.403
H 3.998 -0.399 -0.323  0.829
H -0.491 -3.988 2.821  0.636
H -7.889 -1.021 3.251  0.343
H -3.585 3.950 3.064  0.596
H 2.079 3.382 -3.141  0.583
H 0.877 5.227 -4.245  0.553
H -5.576 -0.516 5.000  0.390
H -0.514 -0.151 -2.927  -1.073
H 0.352 -2.436 -3.471  0.445
H 2.360 0.592 2.260  0.770
H -0.714 2.712 0.310  0.584
H -6.513 0.721 4.135  0.340
H 2.142 -3.355 -2.217  0.645
H 3.275 -3.483 5.560  0.490
H -0.686 1.007 4.255  0.615
H 2.651 3.651 -0.973  0.580
H -1.646 -1.116 -3.793  0.843
H -2.823 -1.689 -1.661  0.464
H 1.015 -3.976 4.693  0.554

---

Record 4
Below is an isolated ion of composition C7H10NO and charge +1, with properties calculated with ωB97M-V with the def2-TZVPD basis set.

Computed properties:
**Relative energy (zero: lowest compared OMol25 entry of this formula, charge and spin)**: 56.6 kcal/mol
**E_LUMO**: -4.82 eV
**Kohn-Sham gap**: 8.6 eV
**Total charge**: +1
**Molar mass**: 124.16 g/mol
**Maximum force**: 4.9 eV Å⁻¹
**HOMO level**: -13.41 eV
**SMILES**: C=C/C=C\[NH+]=C(\O)C=C

Last column: natural (NBO) charge in e.
Atoms and positions in Å:
O -0.816 2.340 -0.999  -0.570
N 1.046 1.128 -0.736  -0.521
C 1.907 0.085 -0.690  -0.083
C 1.854 -0.850 0.205  -0.154
C -1.051 -0.097 -1.022  -0.341
C -2.323 -0.352 -0.957  -0.236
C 0.385 -0.027 2.057  -0.362
C 0.801 -0.875 1.158  -0.275
C -0.294 1.177 -0.932  0.708
H 2.368 -1.915 0.114  0.267
H 2.450 -0.089 -1.636  0.235
H -0.299 -0.953 -1.209  0.257
H -0.331 -0.342 2.836  0.234
H 1.575 2.010 -0.763  0.442
H -1.782 2.307 -1.005  0.528
H 1.010 0.923 2.232  0.198
H 0.136 -1.723 1.120  0.222
H -3.125 0.374 -0.723  0.210
H -2.709 -1.306 -1.182  0.240

---

Record 5
Below is a 2-piece molecular cluster, C4H10OS2 overall, with properties calculated with ωB97M-V with the def2-TZVPD basis set.

Computed properties:
**Relative energy (zero: lowest compared OMol25 entry of this formula, charge and spin)**: 10.2 kcal/mol
**E_LUMO**: 0.57 eV
**Kohn-Sham gap**: 8.8 eV
**Molar mass**: 138.26 g/mol
**Maximum force**: 2.1 eV Å⁻¹
**HOMO level**: -8.23 eV
**SMILES**: C1CCSSC1.O

Last column: natural (NBO) charge in e.
Atoms and positions in Å:
S -0.743 -1.557 -2.461  0.048
S -1.808 -0.054 -1.491  0.104
O -0.776 3.371 2.276  -0.942
C -0.489 0.818 -0.634  -0.558
C 1.040 -1.237 -0.390  -0.421
C 0.227 -2.337 -1.080  -0.516
C 0.216 -0.088 0.290  -0.406
H 0.274 1.264 -1.300  0.213
H 0.825 -3.173 -1.490  0.234
H 0.158 3.082 2.392  0.470
H -0.597 -2.773 -0.483  0.222
H -1.065 3.642 3.176  0.474
H 1.793 -0.787 -1.065  0.210
H -0.555 -0.579 0.914  0.205
H -0.929 1.635 -0.030  0.248
H 1.584 -1.763 0.419  0.210
H 0.842 0.536 0.957  0.205

---

Record 6
Below is a 2-piece molecular cluster, C4H8FN2 overall, with properties calculated with ωB97M-V with the def2-TZVPD basis set.

Computed properties:
**Relative energy (zero: lowest compared OMol25 entry of this formula, charge and spin)**: 82.7 kcal/mol
**E_LUMO**: -3.94 eV
**Kohn-Sham gap**: 10.6 eV
**Total charge**: +1
**Molar mass**: 103.12 g/mol
**Maximum force**: 5.6 eV Å⁻¹
**HOMO level**: -14.53 eV

Last column: natural (NBO) charge in e.
Atoms and positions in Å:
F -1.417 -0.187 -1.741  -0.278
N 1.256 -1.289 0.747  -0.754
N -0.841 -2.079 0.257  -0.749
C -0.671 0.496 -0.924  0.537
C 0.248 1.677 -1.010  -0.463
C -0.997 1.663 -0.162  -0.501
C 0.094 -1.226 0.198  0.470
H 1.115 1.648 -0.359  0.238
H -1.789 2.248 -0.669  0.268
H 1.683 -2.136 1.299  0.415
H -1.756 -1.817 -0.075  0.427
H -0.738 1.720 0.926  0.270
H 0.443 2.269 -1.952  0.274
H 1.973 -0.671 0.735  0.419
H -0.903 -3.038 0.723  0.428